# C5H8N2

C5H8N2 as an isolated structure (ωB97M-V/def2-TZVPD, the OMol25 dataset).

Results
* energy above the lowest of the compared OMol25 structures with the same formula, charge and spin: 314.78 kJ/mol
* net charge: 0
* electronic energy: -304.7156 Ha
* orbital gap: 9.95 eV

Each line ends with the Mulliken charge.
Geometry (Å):
1 C -0.45 -2.01 -0.56  -0.795
2 N 0.92 -0.82 -0.97  -0.192
3 C 0.89 -1.04 0.42  -0.242
4 C 0.41 0.11 1.05  -0.653
5 C 0.14 0.97 -0.01  0.737
6 C -0.39 2.37 0.03  -1.035
7 N 0.42 0.39 -1.20  -0.596
8 H -0.26 -2.58 -1.46  0.324
9 H -1.29 -1.32 -0.65  0.325
10 H -0.57 -2.69 0.29  0.317
11 H 1.46 -1.86 0.84  0.573
12 H 0.29 0.29 2.11  0.389
13 H 0.22 3.00 0.69  0.290
14 H -1.42 2.39 0.41  0.252
15 H -0.38 2.80 -0.97  0.307



# C5H8N2

One molecule with the formula C5H8N2 (ωB97M-V/def2-TZVPD, the OMol25 dataset).

Results
* energy above the lowest of the compared OMol25 structures with the same formula, charge and spin: 43.35 kJ/mol
* SMILES string: Cc1ccn(C)n1
* net charge: 0
* electronic energy: -304.8190 Ha
* orbital gap: 9.98 eV

Each line ends with the Mulliken charge.
Geometry (Å):
1 C 0.90 0.95 -2.16  -1.001
2 C 0.55 0.30 -0.85  0.632
3 C 1.35 -0.54 -0.04  -0.825
4 C 0.55 -0.84 1.03  -0.193
5 N -0.63 -0.21 0.84  0.688
6 C -1.81 -0.29 1.66  -0.741
7 N -0.65 0.49 -0.31  -0.934
8 H 1.34 0.23 -2.85  0.282
9 H 1.63 1.76 -2.02  0.237
10 H 0.00 1.38 -2.61  0.304
11 H 2.37 -0.86 -0.22  0.358
12 H 0.71 -1.46 1.91  0.360
13 H -1.52 -0.64 2.65  0.285
14 H -2.54 -0.98 1.23  0.276
15 H -2.26 0.70 1.74  0.273



# C5H8N2

C5H8N2 as an isolated structure at a distorted geometry (ωB97M-V/def2-TZVPD, the OMol25 dataset).

Results
* energy above the lowest of the compared OMol25 structures with the same formula, charge and spin: 473.36 kJ/mol
* net charge: 0
* electronic energy: -304.6552 Ha
* orbital gap: 8.66 eV

Each line ends with the Mulliken charge.
Geometry (Å):
1 C 2.69 0.36 0.22  -0.619
2 N 0.91 -0.16 -0.45  -0.146
3 C 0.43 -1.32 0.12  -0.467
4 C -0.89 -1.12 0.38  -0.710
5 C -1.25 0.20 -0.04  0.957
6 N -2.51 0.78 0.11  -0.558
7 C -0.11 0.77 -0.55  -0.873
8 H 2.06 -0.29 -0.94  0.405
9 H 2.35 1.40 0.34  0.178
10 H 2.63 -0.09 1.22  0.185
11 H 1.08 -2.17 0.27  0.421
12 H -1.56 -1.84 0.83  0.353
13 H -3.26 0.11 -0.01  0.254
14 H -2.68 1.58 -0.49  0.238
15 H 0.05 1.75 -0.99  0.382



# C5H8N2

An isolated ion of composition C5H8N2 and charge +2 at a distorted geometry (ωB97M-V/def2-TZVPD, the OMol25 dataset).

Results
* energy above the lowest of the compared OMol25 structures with the same formula, charge and spin: 90.81 kJ/mol
* SMILES string: CC#[N+]C[N+]#CC
* net charge: +2
* electronic energy: -304.0318 Ha
* orbital gap: 11.21 eV

Each line ends with the Mulliken charge.
Geometry (Å):
1 C 3.24 -1.28 1.13  -0.803
2 C 2.12 -0.97 0.51  0.511
3 N 1.05 -0.83 0.10  -0.151
4 C -0.47 -0.87 -0.76  -0.096
5 N -1.29 0.17 -0.42  0.131
6 C -2.00 1.11 -0.52  0.574
7 C -2.85 2.19 -0.42  -0.912
8 H 3.19 -2.41 1.10  0.309
9 H 4.17 -1.14 0.63  0.380
10 H 3.18 -0.65 2.05  0.299
11 H -0.81 -1.87 -0.38  0.339
12 H 0.03 -0.81 -1.79  0.346
13 H -3.56 2.13 0.48  0.363
14 H -2.35 3.13 -0.44  0.343
15 H -3.66 2.09 -1.28  0.368



# C5H8N2O

One molecule with the formula C5H8N2O at a distorted geometry (ωB97M-V/def2-TZVPD, the OMol25 dataset).

Results
* energy above the lowest of the compared OMol25 structures with the same formula, charge and spin: 344.82 kJ/mol
* net charge: 0
* electronic energy: -379.9568 Ha
* orbital gap (spin up / spin down): 8.39 / 8.39 eV

Each line ends with the Mulliken charge.
Geometry (Å):
1 C -1.03 -1.20 0.77  -0.425
2 C -0.58 -0.85 -0.62  -0.568
3 C 0.62 1.42 -1.20  -1.425
4 N -1.29 -0.03 1.36  0.367
5 C 0.13 0.44 -0.16  0.967
6 C 1.38 -0.41 0.68  -0.063
7 N -0.65 1.00 0.88  -0.979
8 O 1.72 -0.25 1.81  -0.453
9 H -1.74 0.09 2.26  0.240
10 H -1.58 -2.09 1.06  0.398
11 H 2.08 -0.84 -0.08  0.294
12 H 0.11 -1.58 -1.04  0.287
13 H -1.38 -0.68 -1.36  0.323
14 H 1.42 0.97 -1.79  0.331
15 H -0.19 1.70 -1.88  0.342
16 H 0.99 2.32 -0.71  0.366



# C5H8N2O

One molecule with the formula C5H8N2O at a distorted geometry (ωB97M-V/def2-TZVPD, the OMol25 dataset).

Results
* energy above the lowest of the compared OMol25 structures with the same formula, charge and spin: 643.07 kJ/mol
* SMILES string: CN1C2=CCOCN21
* net charge: 0
* electronic energy: -379.8432 Ha
* orbital gap: 9.68 eV

Each line ends with the Mulliken charge.
Geometry (Å):
1 C -2.34 -0.14 0.45  -0.677
2 N -1.53 0.23 -0.67  -0.165
3 C -0.28 0.82 -0.40  0.531
4 C 0.64 1.75 -0.02  -1.015
5 C 1.89 0.75 -0.06  -0.184
6 O 1.63 -0.63 0.43  -0.401
7 C 0.69 -1.55 -0.27  -0.066
8 N -0.22 -0.50 -0.90  -0.331
9 H -2.85 -1.09 0.27  0.253
10 H -1.67 -0.36 1.43  0.231
11 H -3.03 0.73 0.45  0.343
12 H 0.51 2.62 0.46  0.450
13 H 2.79 0.87 0.62  0.306
14 H 2.29 0.73 -1.18  0.223
15 H 0.25 -2.25 0.47  0.222
16 H 1.22 -1.98 -1.08  0.281



# C5H8N2O

One molecule with the formula C5H8N2O at a distorted geometry (ωB97M-V/def2-TZVPD, the OMol25 dataset).

Results
* energy above the lowest of the compared OMol25 structures with the same formula, charge and spin: 793.69 kJ/mol
* SMILES string: C[C@@H]1ON=C[C@H]2N[C@H]12
* net charge: 0
* electronic energy: -379.7859 Ha
* orbital gap: 9.90 eV

Each line ends with the Mulliken charge.
Geometry (Å):
1 C 1.78 -0.48 -0.30  -1.104
2 C 0.63 -0.73 0.48  0.315
3 O -0.28 -1.71 -0.22  -0.255
4 N -1.72 -1.40 0.08  -0.304
5 C -2.27 -0.15 -0.10  -0.381
6 C -1.04 0.78 -0.45  0.121
7 N -0.27 1.94 -0.03  -0.695
8 C -0.20 0.62 0.76  -0.152
9 H 2.27 -1.47 -0.44  0.353
10 H 2.38 0.35 0.40  0.263
11 H 1.81 -0.11 -1.46  0.209
12 H 0.92 -1.18 1.43  0.303
13 H -3.33 -0.07 -0.13  0.421
14 H -0.58 0.48 -1.36  0.315
15 H 0.53 2.54 -0.49  0.307
16 H -0.63 0.60 1.83  0.286



# C5H8N2O

One molecule with the formula C5H8N2O at a distorted geometry (ωB97M-V/def2-TZVPD, the OMol25 dataset).

Results
* energy above the lowest of the compared OMol25 structures with the same formula, charge and spin: 280.46 kJ/mol
* SMILES string: N[C@@H]1C=CC/C1=N\O
* net charge: 0
* electronic energy: -379.9814 Ha
* orbital gap: 10.13 eV

Each line ends with the Mulliken charge.
Geometry (Å):
1 N -0.74 1.99 -0.59  -0.560
2 C -0.85 0.71 0.00  0.547
3 C -0.42 0.60 1.51  -0.562
4 C 0.38 -0.43 1.77  -0.430
5 C 0.81 -1.08 0.44  -0.415
6 C -0.06 -0.40 -0.62  -0.047
7 N -0.08 -0.67 -1.86  -0.578
8 O 0.84 -1.65 -2.21  -0.395
9 H -1.42 2.64 -0.18  0.241
10 H 0.22 2.29 -0.55  0.257
11 H -1.94 0.33 -0.06  0.261
12 H -0.77 1.31 2.25  0.337
13 H 0.76 -0.87 2.73  0.361
14 H 1.86 -0.91 0.27  0.300
15 H 0.58 -2.16 0.33  0.321
16 H 0.83 -1.70 -3.22  0.363



energy above the lowest of the compared OMol25 structures with the same formula, charge and spin of number 1 (C5H8N2)? 314.78 kJ/mol



Among the records above, which one has the highest electronic energy? number 4



What is the net charge in the third record? 0



The lowest electronic energy belongs to which entry? number 8